--- A ---
This record from the OMol25 dataset describes a cluster of 3 separate species, C5H11Cl6O4P in total. The level of theory is wB97M-V/def2-TZVPD.

LUMO level	0.42	eV
molecular weight	378.83	g mol⁻¹
highest occupied orbital energy	-0.3871	Eh
structure (SMILES)	COP(=O)(OC)OC.ClC(Cl)Cl.ClC(Cl)Cl
charge	0

Last column: Mulliken charge in e.
Cartesian coordinates (Å):
1 C 0.47611 1.38331 -0.33636  -0.502
2 O -0.83779 1.47037 -0.89452  -0.152
3 P -1.61505 2.86351 -0.89951  1.047
4 O -1.58578 3.69599 0.31465  -0.679
5 O -0.97825 3.53521 -2.21660  -0.314
6 C -1.73512 4.60072 -2.79908  -0.672
7 O -3.08538 2.43373 -1.36474  -0.329
8 C -3.69632 1.46138 -0.50946  -0.690
9 H 0.62881 2.28246 0.26054  0.336
10 H 1.23314 1.37694 -1.11687  0.271
11 H 0.58209 0.50113 0.28562  0.039
12 H -1.59772 4.55822 -3.88017  0.247
13 H -1.32976 5.55357 -2.45773  0.262
14 H -2.81094 4.58151 -2.63167  0.314
15 H -3.04336 1.07164 0.27066  0.313
16 H -3.97894 0.59889 -1.11319  0.260
17 H -4.59252 1.84767 -0.02929  0.269
18 Cl 3.75319 -3.79910 2.58512  -0.087
19 C 5.10836 -4.83995 3.05967  0.033
20 Cl 6.63087 -4.24265 2.32906  -0.130
21 Cl 4.77647 -6.52553 2.65892  -0.118
22 H 5.37867 -4.80392 4.10620  0.305
23 Cl -0.02545 -2.25460 0.79199  -0.102
24 C 0.54211 -3.91331 0.95536  0.166
25 Cl 1.68943 -4.45552 -0.25125  -0.103
26 Cl -0.91807 -4.98037 0.96696  -0.146
27 H 1.03120 -4.00130 1.91571  0.164

--- B ---
This record from the OMol25 dataset describes a cluster of 3 separate species, C5H11Cl6O4P in total. The level of theory is wB97M-V/def2-TZVPD.

LUMO level	0.52	eV
molecular weight	378.83	g mol⁻¹
highest occupied orbital energy	-0.3905	Eh
structure (SMILES)	COP(=O)(OC)OC.ClC(Cl)Cl.ClC(Cl)Cl
charge	0

Last column: Mulliken charge in e.
Cartesian coordinates (Å):
1 C 10.34475 7.71327 4.63944  -0.603
2 O 11.54020 6.88542 4.64788  -0.323
3 P 12.45879 6.88213 5.95461  1.088
4 O 11.72412 6.33811 7.13521  -0.689
5 O 13.68481 5.94080 5.42293  -0.342
6 C 13.89090 4.54157 5.53466  -0.548
7 O 13.18980 8.28967 6.07097  -0.339
8 C 13.45115 8.69409 7.49512  -0.621
9 H 9.76215 7.39255 5.51083  0.216
10 H 9.81851 7.50893 3.77697  0.260
11 H 10.64839 8.72232 4.71574  0.350
12 H 14.34481 4.23445 4.53101  0.224
13 H 12.94620 3.98864 5.75910  0.243
14 H 14.62646 4.31985 6.27503  0.258
15 H 14.30443 8.07418 7.88785  0.263
16 H 12.47417 8.60425 7.91426  0.359
17 H 13.81880 9.71633 7.42686  0.214
18 Cl 4.64201 6.46155 5.10736  -0.091
19 C 5.61669 7.92161 5.32123  -0.076
20 Cl 6.41966 8.38865 3.80665  -0.134
21 Cl 6.88104 7.72443 6.55265  -0.083
22 H 5.04366 8.78660 5.50148  0.380
23 Cl 8.99295 2.63670 6.24432  -0.159
24 C 8.44880 4.29220 6.11780  0.780
25 Cl 7.37479 4.70159 7.50262  -0.133
26 Cl 7.81119 4.61818 4.56207  -0.087
27 H 9.35020 4.81756 6.23729  -0.407

According to the calculations, the structures order from most to least stable as A, B.

--- A ---
This record from the OMol25 dataset describes a cluster of 2 separate species, CHNO3 in total. The level of theory is wB97M-V/def2-TZVPD.

LUMO level (spin up / spin down)	0.41 / 0.42	eV
molecular weight	75.02	g mol⁻¹
highest occupied orbital energy (spin up / spin down)	-0.3231 / -0.3231	Eh
charge	0

Last column: Mulliken charge in e.
Cartesian coordinates (Å):
1 C -1.00266 0.70302 -1.63726  0.679
2 N 0.83241 -1.46723 1.11426  -0.148
3 O -0.14488 1.12519 -2.23050  -0.313
4 O -1.87798 0.20536 -1.06570  -0.374
5 O 0.90715 -0.30394 1.43899  -0.194
6 H 1.28596 -0.26239 2.38021  0.349

--- B ---
This record from the OMol25 dataset describes a cluster of 2 separate species, CHNO3 in total. The level of theory is wB97M-V/def2-TZVPD.

LUMO level (spin up / spin down)	-1.55 / -1.55	eV
molecular weight	75.02	g mol⁻¹
highest occupied orbital energy (spin up / spin down)	-0.4028 / -0.4028	Eh
structure (SMILES)	O=C=O.N=O
charge	0

Last column: Mulliken charge in e.
Cartesian coordinates (Å):
1 O -0.09364 0.06033 -1.64079  -0.331
2 C -0.29205 0.51343 -0.56092  0.589
3 O -1.29603 0.65490 0.09126  -0.377
4 N 0.51231 -0.37664 1.17062  0.109
5 O 0.30111 -1.24074 0.32875  -0.186
6 H 0.86829 0.38873 0.61109  0.197

--- C ---
This record from the OMol25 dataset describes a cluster of 2 separate species, CHNO3 in total. The level of theory is wB97M-V/def2-TZVPD.

LUMO level	-0.63	eV
molecular weight	75.02	g mol⁻¹
highest occupied orbital energy	-0.3680	Eh
structure (SMILES)	O=C=O.N=O
charge	0

Last column: Mulliken charge in e.
Cartesian coordinates (Å):
1 O -0.13966 0.23879 1.55938  -0.389
2 C -0.47395 0.98341 0.75537  0.794
3 O -0.81926 1.77760 0.00191  -0.378
4 N 0.44801 -0.52831 -0.71944  -0.024
5 O -0.40898 -1.29397 -1.06635  -0.219
6 H 1.39384 -1.17752 -0.53086  0.216

According to the calculations, the structures order from most to least stable as C, A, B.